{"formula": "C7H14K2N3O5", "method": "ωB97M-V/def2-TZVPD", "symbols": ["K", "K", "C", "O", "H", "H", "H", "C", "N", "O", "O", "H", "H", "H", "C", "N", "O", "O", "H", "H", "H", "N", "C", "C", "C", "C", "H", "H", "H", "H", "H"], "positions_angstrom": [[5.18753, -0.54737, 0.38165], [0.95075, -1.22586, -2.89400], [1.78958, -1.03190, 0.30255], [2.73102, -1.33211, -0.66591], [1.73658, 0.05231, 0.54993], [0.75050, -1.29558, -0.00212], [1.94058, -1.52464, 1.28828], [-2.01321, 2.64217, -1.23202], [-0.93523, 1.90237, -0.51060], [-0.20615, 1.18137, -1.15428], [-0.83855, 2.09137, 0.68426], [-1.67615, 2.93440, -2.21285], [-2.34939, 3.41519, -0.54859], [-2.85959, 1.95262, -1.29424], [2.01995, 2.57525, 2.42384], [2.72423, 1.51132, 3.18641], [2.48826, 1.43515, 4.36341], [3.47808, 0.77746, 2.56658], [1.98823, 3.46732, 3.03253], [1.04107, 2.18286, 2.16133], [2.58357, 2.75096, 1.51108], [-1.64553, -2.38899, -0.12776], [-2.45605, -1.43135, -0.67444], [-2.69684, -1.76826, -1.98323], [-1.98936, -2.97379, -2.23896], [-1.34662, -3.32892, -1.07103], [-1.49064, -2.48190, 0.86016], [-2.82528, -0.62891, -0.06008], [-3.35819, -1.22421, -2.63718], [-1.95491, -3.48795, -3.18575], [-0.76825, -4.20037, -0.81897]], "forces_ev_per_angstrom": [[-0.89, -0.19, -0.06], [0.19, -0.04, 0.88], [-0.15, 0.29, 0.03], [0.34, 0.25, -0.25], [-0.04, -0.14, -0.08], [0.12, 0.02, 0.13], [0.06, -0.14, -0.21], [-0.74, -0.56, 0.87], [0.08, 0.49, 0.01], [0.10, -0.24, -0.36], [-0.10, -0.15, -0.07], [0.13, 0.17, -0.05], [0.29, 0.37, -0.33], [0.23, -0.13, -0.27], [0.31, -0.05, -0.55], [-0.11, 0.26, -0.06], [0.08, -0.20, 0.11], [0.28, -0.13, -0.06], [-0.22, -0.01, 0.19], [-0.08, 0.09, 0.16], [-0.03, -0.05, 0.06], [-0.33, 0.11, -0.20], [-0.08, -0.24, 0.15], [0.06, 0.32, 0.29], [0.34, 0.16, -0.06], [-0.22, -0.11, -0.13], [0.30, 0.02, -0.01], [-0.08, 0.05, -0.02], [0.10, -0.04, -0.15], [-0.03, -0.20, 0.09], [0.07, -0.01, -0.04]], "orbital_gap_ev": 7.13, "e_tot_ev": -54833.678, "largest_force_ev_per_a": 1.27, "e_above_lowest_kcal_mol": 0.0, "total_charge": 1, "lumo_ev": -2.802, "homo_ev": -9.929}